(w)
22
Properties=species:S:1:pos:R:3 method="wB97M-V/def2-TZVPD" e_lumo_ev=0.91 smiles="N/C=C/N.CC(C)O" gap_ev=8.468
C 1.96075 0.00566 -0.21662
C 0.95304 0.61326 -1.53907
C 1.50479 0.58052 1.09329
O 2.02675 -1.37684 -0.25491
H 1.12093 -1.71909 -0.10182
H 2.94663 0.36490 -0.51256
H 1.22477 -0.20115 1.79938
H 2.27215 1.20882 1.54730
H -0.09739 0.54411 -1.79290
H 1.46805 0.19940 -2.40373
H 1.14278 1.68295 -1.48617
H 0.54373 1.13493 0.95921
N -0.77781 -1.91705 0.07696
N -2.31683 1.46496 0.51819
C -1.39214 -0.66657 -0.20632
C -1.64123 0.25471 0.75081
H -3.00910 1.68935 1.22124
H -1.00791 -2.26519 1.00051
H -0.96773 -2.61478 -0.63037
H -2.70745 1.53233 -0.41351
H -1.80584 -0.55739 -1.20272
H -1.44094 0.04216 1.79379



(x)
22
Properties=species:S:1:pos:R:3 method="wB97M-V/def2-TZVPD" e_lumo_ev=0.33 gap_ev=7.278
C 1.09097 1.06065 0.63180
O 0.45136 0.31517 -0.39137
C 0.80276 2.58026 0.58700
C 1.41131 3.17712 -0.72781
H 2.17635 0.88316 0.53243
H 0.71356 0.73879 1.63452
H 1.22261 3.16661 1.44000
H -0.28788 2.76138 0.54757
H 1.22068 4.25775 -0.77922
H 0.84596 2.69837 -1.50089
H 2.49124 2.90001 -0.87699
C -2.00343 -0.72977 -1.07056
N -1.55787 -1.84247 -0.18516
C -0.35833 -1.85375 0.29898
N 0.12817 -2.96153 0.88188
H -3.10358 -0.71373 -1.08545
H -1.64732 -1.00403 -2.06182
H -1.57946 0.22625 -0.74630
H -2.13887 -2.65685 -0.11701
H 0.38113 -1.01860 0.31820
H -0.51234 -3.68380 1.12077
H 0.95530 -2.85577 1.51171



(y)
22
Properties=species:S:1:pos:R:3 method="wB97M-V/def2-TZVPD" e_lumo_ev="-0.29 / -0.28" smiles="[H]/N=N/[H].CC(C)C.C=O" gap_ev="8.779 / 8.780"
C 1.07425 0.09096 0.49247
C 2.17654 -0.23290 1.50129
C 0.95018 -1.01809 -0.55261
C 1.33728 1.43740 -0.18273
H 0.12379 0.15840 1.03670
H 1.97421 -1.17538 2.01081
H 3.14055 -0.31934 0.99790
H 0.14896 -0.79940 -1.25833
H 1.88020 -1.11449 -1.11423
H 0.74223 -1.97842 -0.07994
H 0.56822 1.65984 -0.92184
H 1.35725 2.24592 0.54832
H 2.30021 1.42128 -0.69512
H 2.25778 0.55020 2.25537
C -2.74284 -0.74938 0.61941
O -3.70802 -0.77151 -0.15920
N -2.42580 1.02667 -1.28417
N -1.83350 0.56271 -2.22390
H -2.46570 0.30100 -2.99996
H -1.98665 -1.55192 0.55957
H -1.99600 0.65980 -0.20976
H -2.87314 -0.40334 1.65993



(z)
22
Properties=species:S:1:pos:R:3 method="wB97M-V/def2-TZVPD" e_lumo_ev=0.47 smiles="CCC/C(N)=C/N.O" gap_ev=7.827
C 1.07630 1.48353 1.17634
C 1.83418 0.86719 0.00087
C 1.78770 -0.63400 -0.13616
C 0.37193 -1.16189 -0.26412
C -0.30620 -1.02973 -1.40820
N -1.72831 -1.18182 -1.41731
N -0.18036 -1.65738 0.94035
H 1.31928 2.53380 1.30078
H 1.38450 0.97864 2.09741
H 0.01233 1.36112 0.99466
H 2.85259 1.28070 0.04275
H 1.57674 1.34529 -0.94993
H 2.30190 -0.87196 -1.07990
H 2.36237 -1.18987 0.60032
H 0.17173 -0.95984 -2.36584
H -2.21588 -0.36773 -1.04325
H -2.04429 -1.32369 -2.36444
H -1.07180 -2.09234 0.72440
H -0.35890 -0.90787 1.61112
H -3.46239 0.65883 0.95892
H -2.94440 1.89245 0.16851
O -2.73900 0.97657 0.41274



Relative energies, kJ/mol: (w) 131.9; (x) 215.2; (y) 342.4; (z) 0.0.



(w)
22
Properties=species:S:1:pos:R:3 method="wB97M-V/def2-TZVPD" e_lumo_ev=0.94 smiles=NC[C@@H]1CCCN1.O gap_ev=9.297
N -1.08008 -0.22720 0.38386
C -1.82396 0.74031 1.35811
C -0.52824 1.57485 1.99482
C 0.37583 1.88437 0.79580
C 0.08607 0.47569 -0.17695
C 1.27068 -0.36879 -0.19594
N 1.50166 -1.46483 -1.13914
H -0.99327 -1.11099 0.81115
H -2.50604 1.38516 0.73504
H -2.30964 0.12628 2.14640
H -0.19026 1.21664 2.89529
H -0.84542 2.44862 2.43299
H 0.05067 2.78956 0.32865
H 1.53550 1.81757 0.82257
H -0.29169 0.65860 -1.15672
H 2.24331 0.29812 -0.48231
H 1.55602 -0.75398 0.88940
H 1.84645 -1.14576 -2.03857
H 0.99658 -2.28583 -0.97905
H -0.63333 -2.10587 -3.58356
H -0.26016 -3.24007 -2.57900
O -0.00069 -2.71247 -3.26284



(x)
22
Properties=species:S:1:pos:R:3 method="wB97M-V/def2-TZVPD" e_lumo_ev=0.96 smiles=C[C@@H](CCN)NCO gap_ev=9.511
C 1.86521 0.63938 -0.66308
C 0.61219 0.09274 -0.09447
C -0.76700 0.94583 -0.54819
C -0.79710 2.27676 0.20404
N -1.43311 2.30491 1.57991
N 0.29977 -1.11174 -0.82387
C -0.40959 -2.13057 -0.11983
O 0.59612 -3.08942 0.33144
H 2.14742 0.36023 -1.71421
H 1.87469 1.79957 -0.52948
H 2.66099 0.30456 -0.13274
H 0.57330 0.19564 1.01504
H -0.73411 1.13739 -1.59337
H -1.65307 0.13095 -0.62085
H -1.23597 2.86597 -0.65312
H 0.29952 2.51992 0.34749
H -2.33710 1.93209 1.66217
H -1.29535 3.23947 1.89174
H 1.30219 -1.65106 -0.97298
H -1.30595 -1.96771 0.44333
H -0.99557 -2.82704 -0.88897
H 0.84109 -2.62168 1.13128



(y)
22
Properties=species:S:1:pos:R:3 method="wB97M-V/def2-TZVPD" e_lumo_ev=0.49 smiles="C=C(N)C[C@@H](C)N.O" gap_ev=8.098
C 0.03518 -1.59775 -0.54036
C -0.13371 -0.19911 -1.20371
C -0.09569 0.85070 -0.06850
C 1.16315 0.79540 0.72110
C 1.25488 1.09268 2.03423
N 2.38547 0.52527 0.08838
N -1.34839 -0.02041 -2.00686
H -0.20984 -2.34346 -1.30556
H 1.09215 -1.76220 -0.29844
H -0.37062 -1.70296 0.45771
H 0.64255 -0.00147 -1.97821
H -0.24530 1.79286 -0.60014
H -0.98697 0.72832 0.55717
H 2.17681 1.19711 2.58557
H 0.37407 1.28907 2.63857
H 3.22060 0.48435 0.63814
H 2.38282 -0.00435 -0.77257
H -2.09723 -0.27534 -1.36132
H -1.38931 -0.65881 -2.78905
H -2.52811 -1.68342 0.99208
H -3.13645 -0.36997 1.48174
O -2.40847 -0.71789 0.96801



(z)
22
Properties=species:S:1:pos:R:3 method="wB97M-V/def2-TZVPD" e_lumo_ev=0.99 smiles=CNC[C@H](C)NCO gap_ev=9.239
C 0.01245 -1.06986 1.07418
N 0.12065 -2.19322 0.15777
C -1.08597 -2.95303 -0.13303
C 0.62823 0.24345 0.48439
C 1.45587 0.96368 1.59031
N -0.49640 1.07747 0.01593
C -0.61665 1.34438 -1.42404
O -0.03570 2.59170 -1.69861
H 0.44928 -1.19280 2.07944
H -1.03829 -0.83093 1.27437
H 0.93494 -2.72571 0.42248
H -0.95015 -3.81729 -0.75776
H -1.82678 -2.22192 -0.45678
H -1.49612 -3.35566 0.81379
H 1.39125 0.20957 -0.29567
H 2.44341 1.36613 1.36393
H 0.91389 1.76229 2.10182
H 1.66762 0.22976 2.36298
H -0.46829 1.98956 0.45553
H -1.69972 1.38237 -1.57449
H -0.14084 0.56894 -2.05251
H 0.49438 2.65295 -2.50878



Relative energies, kJ/mol: (w) 196.2; (x) 240.8; (y) 0.0; (z) 72.8.



(w)
103
Properties=species:S:1:pos:R:3 method="wB97M-V/def2-TZVPD" e_lumo_ev=3.88 total_charge=-2 gap_ev=5.449
Na 0.43652 -0.72213 0.82870
O 1.87947 -1.67081 -0.39072
C 3.14921 -1.72894 -0.42750
C 3.84463 -2.12358 -1.61949
C 5.21806 -2.23627 -1.68068
C 6.01852 -1.93713 -0.57061
C 5.38360 -1.52876 0.59440
C 3.99661 -1.41963 0.70724
C 3.45094 -0.96512 1.98737
N 2.20553 -0.82664 2.22177
N 1.87727 -0.32955 3.47182
C 0.56480 -0.34573 3.66423
O -0.34570 -0.81555 2.92342
C 0.15325 0.31629 4.96418
C -1.16996 0.19210 5.37539
C -1.61655 0.80639 6.54022
C -0.74147 1.56375 7.30935
C 0.58511 1.69268 6.90569
C 1.02985 1.07298 5.74421
H 3.23055 -2.33978 -2.48959
H 5.69111 -2.55851 -2.60375
H 7.09663 -2.02928 -0.61535
H 5.98361 -1.27406 1.46418
H 4.16749 -0.73208 2.78054
H -1.83959 -0.38804 4.74857
H -2.65125 0.69764 6.84747
H -1.08762 2.05037 8.21463
H 1.27601 2.28097 7.50095
H 2.05788 1.15955 5.41303
C -4.88171 -1.13653 2.51748
C -5.09469 -0.30092 1.42982
C -4.21556 -0.31351 0.34976
C -3.12283 -1.17776 0.32543
C -2.92821 -2.02106 1.42523
C -3.78635 -1.99390 2.51519
P -1.86016 -1.23343 -1.03387
C -2.18528 -3.13478 -1.35609
C -3.43451 -3.75853 -1.44880
C -3.55694 -5.09315 -1.81920
C -2.41826 -5.84481 -2.10772
C -1.16750 -5.24982 -2.00777
C -1.05893 -3.91059 -1.63501
C -2.77378 -0.73623 -2.58103
C -3.30536 -1.32705 -3.69704
C -3.80568 -0.48607 -4.73141
C -3.73570 0.88455 -4.67402
C -3.14205 1.52521 -3.55074
C -2.89428 2.91030 -3.36245
C -2.22358 3.32172 -2.23207
C -1.78494 2.41998 -1.21923
C -2.03711 1.06608 -1.32952
C -2.70237 0.68042 -2.51655
H -5.55866 -1.11603 3.36405
H -5.94347 0.37564 1.42540
H -4.37718 0.36537 -0.47969
H -2.07386 -2.69038 1.43041
H -3.59372 -2.63424 3.36918
H -4.33232 -3.18530 -1.22605
H -4.53901 -5.55065 -1.88852
H -2.51068 -6.88476 -2.39891
H -0.27619 -5.83040 -2.21922
H -0.07627 -3.44614 -1.54475
H -3.34558 -2.40386 -3.81540
H -4.24860 -0.95051 -5.60656
H -4.12460 1.48170 -5.49381
H -3.20993 3.62973 -4.11184
H -2.00851 4.38196 -2.11546
H -1.21879 2.82686 -0.38110
C -2.40171 1.84463 2.44952
C -1.30171 2.80752 2.83811
O -0.10285 2.46091 2.16699
C 0.98519 3.27280 2.55661
C 2.24384 2.77974 1.87329
H -3.31506 2.05946 3.01167
H -2.08321 0.81917 2.65775
H -2.61389 1.91662 1.37973
H -1.13158 2.78742 3.92310
H -1.57729 3.83889 2.57050
H 1.09574 3.23636 3.64973
H 0.77649 4.31903 2.28501
H 2.57575 1.84591 2.33288
H 3.03805 3.52903 1.95877
H 2.04779 2.58073 0.81539
C 4.88989 1.05854 -3.51481
N 3.97222 1.74557 -2.61341
C 4.58107 2.17320 -1.34914
C 2.66739 1.27628 -2.44135
O 2.07338 1.48116 -1.39152
N 2.08314 0.57062 -3.47217
C 2.22921 0.91651 -4.87166
C 0.86851 -0.16202 -3.09979
H 5.88456 1.47150 -3.35784
H 4.63949 1.22349 -4.55779
H 4.93258 -0.01739 -3.32266
H 5.57449 2.56896 -1.56049
H 4.66231 1.34480 -0.63889
H 3.97588 2.94950 -0.89002
H 2.89791 0.24147 -5.41502
H 2.58793 1.94022 -4.99412
H 1.24753 0.86050 -5.34120
H 1.05326 -0.69499 -2.16519
H 0.63207 -0.88184 -3.88811
H 0.02030 0.51549 -2.96171



(x)
103
Properties=species:S:1:pos:R:3 method="wB97M-V/def2-TZVPD" e_lumo_ev=3.88 total_charge=-2 gap_ev=5.444
Na 0.45638 -0.74395 0.79661
O 1.90789 -1.72854 -0.45949
C 3.17374 -1.79452 -0.47927
C 3.87328 -2.23307 -1.65048
C 5.24693 -2.33502 -1.70548
C 6.04511 -1.99080 -0.60948
C 5.39815 -1.55954 0.54219
C 4.01373 -1.45368 0.64913
C 3.48173 -1.00434 1.94713
N 2.24326 -0.86543 2.20826
N 1.94187 -0.39608 3.48681
C 0.63155 -0.42153 3.67353
O -0.28522 -0.86515 2.93151
C 0.19206 0.23016 4.97197
C -1.14414 0.10722 5.33928
C -1.62447 0.72710 6.48694
C -0.76887 1.48147 7.27944
C 0.56860 1.60660 6.91749
C 1.04690 0.98241 5.77280
H 3.25891 -2.49164 -2.50699
H 5.71174 -2.68264 -2.62501
H 7.12420 -2.06786 -0.65195
H 5.98614 -1.29289 1.41802
H 4.21277 -0.77675 2.73358
H -1.79335 -0.46405 4.68819
H -2.67089 0.62988 6.75330
H -1.14211 1.97584 8.16936
H 1.24030 2.20087 7.52702
H 2.08188 1.07021 5.46836
C -4.95763 -1.02720 2.52850
C -5.20343 -0.27637 1.38665
C -4.32211 -0.32766 0.31298
C -3.19354 -1.14130 0.34893
C -2.96696 -1.89959 1.49681
C -3.83037 -1.83759 2.58126
P -1.92891 -1.21330 -1.01380
C -2.18901 -3.07777 -1.32721
C -3.40960 -3.75392 -1.38123
C -3.47229 -5.10750 -1.68221
C -2.30163 -5.81953 -1.93507
C -1.07886 -5.16797 -1.87685
C -1.02756 -3.80890 -1.57316
C -2.79492 -0.66293 -2.54850
C -3.30363 -1.31708 -3.63542
C -3.77828 -0.54364 -4.73286
C -3.72300 0.82523 -4.73492
C -3.17972 1.52590 -3.62081
C -3.02315 2.93177 -3.50952
C -2.45026 3.45140 -2.37320
C -2.01593 2.62926 -1.29083
C -2.15571 1.25733 -1.33479
C -2.73775 0.75858 -2.52942
H -5.62948 -0.96969 3.37758
H -6.07134 0.37120 1.33450
H -4.50348 0.28721 -0.56016
H -2.08319 -2.52402 1.56438
H -3.60542 -2.40863 3.47404
H -4.32567 -3.20827 -1.17593
H -4.43197 -5.61153 -1.71708
H -2.34499 -6.87771 -2.16782
H -0.15924 -5.71245 -2.05742
H -0.06631 -3.30389 -1.50842
H -3.34104 -2.39884 -3.68217
H -4.19268 -1.05748 -5.59430
H -4.09672 1.37631 -5.59350
H -3.34345 3.58538 -4.31536
H -2.31544 4.52915 -2.30673
H -1.54054 3.11802 -0.44252
C -2.34113 1.75708 2.40876
C -1.24051 2.70741 2.80592
O -0.05385 2.35315 2.12224
C 1.02516 3.18234 2.49949
C 2.27803 2.71926 1.79413
H -3.24746 1.98787 2.97663
H -2.05055 0.72612 2.61745
H -2.57053 1.83074 1.34513
H -1.05841 2.66926 3.89028
H -1.50446 3.74681 2.55005
H 1.14584 3.13917 3.59221
H 0.79036 4.22682 2.23642
H 2.63278 1.77969 2.21631
H 3.06848 3.46967 1.89724
H 2.08538 2.56532 0.73145
C 4.91852 0.92337 -3.37572
N 4.00591 1.72430 -2.56722
C 4.58970 2.23319 -1.33332
C 2.69853 1.28289 -2.39932
O 2.11733 1.45179 -1.34183
N 2.09598 0.64825 -3.46357
C 2.23786 1.12669 -4.82030
C 0.85588 -0.05127 -3.13060
H 5.92767 1.30565 -3.22196
H 4.70488 0.99219 -4.43911
H 4.90479 -0.13090 -3.08042
H 5.58185 2.62044 -1.56786
H 4.67117 1.45159 -0.56966
H 3.97759 3.03422 -0.92659
H 2.83359 0.46496 -5.45819
H 2.68895 2.12079 -4.84016
H 1.24067 1.21032 -5.25944
H 1.03730 -0.63069 -2.23061
H 0.60989 -0.72074 -3.95628
H 0.02999 0.64596 -2.95876



Relative energies, kJ/mol: (w) 27.9; (x) 0.0.



(w)
8
Properties=species:S:1:pos:R:3 method="wB97M-V/def2-TZVPD" e_lumo_ev=0.01 smiles="O=[N+]([O-])N(O)S" gap_ev=10.105
N -0.88604 1.53890 -0.35547
N -0.15719 0.36930 -0.63677
O -0.16166 2.49914 -0.18349
O -2.07224 1.48029 -0.49024
O 1.22870 0.48903 -0.03711
S -1.07645 -1.10310 -0.71037
H 1.71497 0.43481 -0.84597
H -0.55900 -1.71767 -1.82123



(x)
8
Properties=species:S:1:pos:R:3 method="wB97M-V/def2-TZVPD" e_lumo_ev=-0.51 gap_ev=9.225
N 0.65713 -0.52172 -1.11902
N -0.85857 0.61993 0.68052
O -0.92986 1.35870 1.60202
O -1.72110 0.08672 0.08028
O 1.53027 -0.74616 1.17946
S 1.17614 0.26447 0.24652
H 0.13182 0.19502 -1.80362
H 0.01418 -1.25695 -0.86617



Relative energies, kJ/mol: (w) 199.8; (x) 0.0.